{
  "formula": "C43H115N7O23",
  "method": "wB97M-V/def2-TZVPD",
  "species": ["C", "O", "N", "N", "H", "H", "H", "H", "C", "O", "C", "C", "N", "C", "C", "O", "C", "H", "H", "H", "H", "H", "H", "H", "H", "H", "H", "H", "H", "H", "H", "H", "C", "O", "C", "C", "N", "C", "C", "O", "C", "H", "H", "H", "H", "H", "H", "H", "H", "H", "H", "H", "H", "H", "H", "H", "C", "O", "C", "C", "N", "C", "C", "O", "C", "H", "H", "H", "H", "H", "H", "H", "H", "H", "H", "H", "H", "H", "H", "H", "C", "O", "C", "C", "N", "C", "C", "O", "C", "H", "H", "H", "H", "H", "H", "H", "H", "H", "H", "H", "H", "H", "H", "H", "C", "O", "C", "C", "N", "C", "C", "O", "C", "H", "H", "H", "H", "H", "H", "H", "H", "H", "H", "H", "H", "H", "H", "H", "C", "C", "O", "O", "H", "H", "H", "H", "H", "H", "C", "C", "O", "O", "H", "H", "H", "H", "H", "H", "C", "C", "O", "O", "H", "H", "H", "H", "H", "H", "C", "C", "O", "O", "H", "H", "H", "H", "H", "H", "C", "C", "O", "O", "H", "H", "H", "H", "H", "H", "C", "C", "O", "O", "H", "H", "H", "H", "H", "H"],
  "positions_angstrom": [[-1.5262, -13.4381, 21.4995], [-0.8170, -12.6099, 20.9986], [-2.7909, -13.4080, 21.6248], [-1.0920, -14.6514, 21.6574], [-3.3241, -12.7152, 21.1192], [-3.2410, -14.2981, 21.7838], [-1.6304, -15.3988, 22.0717], [-0.0933, -14.7998, 21.6319], [-1.5551, -6.7314, 13.5216], [-0.8892, -7.7611, 14.2264], [-1.4789, -8.0737, 15.4842], [-0.8105, -9.2637, 16.1872], [-1.4640, -9.5423, 17.5031], [-2.8816, -9.8826, 17.5328], [-3.4114, -9.9293, 19.0179], [-4.5598, -10.7580, 19.1863], [-5.7882, -10.1321, 18.9764], [-1.7466, -5.9313, 14.2366], [-2.5122, -7.1584, 13.2221], [-0.9788, -6.4420, 12.6429], [-2.5450, -8.2995, 15.4584], [-1.3887, -7.1219, 16.0077], [0.2203, -9.0280, 16.4517], [-0.7693, -10.1622, 15.5714], [-1.0706, -10.4113, 17.8350], [-3.0577, -10.8286, 17.0208], [-3.5161, -9.1949, 16.9736], [-3.5245, -8.9544, 19.4920], [-2.6524, -10.4598, 19.5928], [-5.9139, -9.4987, 19.8546], [-6.5408, -10.9204, 18.9653], [-5.7654, -9.4505, 18.1261], [-9.0687, -3.6828, 16.9421], [-8.4321, -4.3454, 18.0037], [-7.3340, -3.7219, 18.6010], [-6.7628, -4.5708, 19.7324], [-7.7271, -4.6515, 20.7430], [-7.3066, -5.4611, 21.8938], [-8.3347, -5.5628, 23.0132], [-8.8629, -6.8651, 23.2095], [-9.7272, -6.7716, 24.3839], [-9.1663, -4.2215, 15.9996], [-8.6040, -2.7751, 16.5571], [-10.0691, -3.3935, 17.2638], [-7.6972, -2.7593, 18.9610], [-6.6063, -3.6029, 17.7982], [-5.8432, -4.2831, 20.2421], [-6.6466, -5.6181, 19.4537], [-8.5856, -4.8964, 20.2706], [-6.3558, -5.0108, 22.1789], [-7.0544, -6.4982, 21.6726], [-9.1453, -4.9310, 22.6503], [-8.0685, -4.9531, 23.8767], [-10.7658, -6.5011, 24.1933], [-9.4223, -6.2684, 25.3014], [-9.7813, -7.7857, 24.7800], [0.6599, -3.0405, 24.0750], [-0.2398, -2.0394, 23.6356], [0.2927, -0.7786, 24.0445], [-0.9193, 0.2586, 24.0135], [-0.6600, 1.5949, 24.6900], [-1.9502, 2.1391, 25.2195], [-1.7726, 3.5442, 25.6812], [-0.9146, 3.6554, 26.8034], [-0.3007, 4.9056, 26.9626], [1.7241, -2.8127, 24.0138], [0.5506, -3.8698, 23.3761], [0.4661, -3.1522, 25.1418], [1.0708, -0.5629, 23.3123], [0.8137, -0.6616, 24.9948], [-1.7648, -0.2915, 24.4266], [-1.1102, 0.3908, 22.9485], [-0.1033, 1.4590, 25.5217], [-2.3405, 1.5185, 26.0261], [-2.6986, 2.2388, 24.4333], [-2.7227, 3.9443, 26.0352], [-1.3536, 3.9510, 24.7608], [0.3656, 4.9493, 27.8241], [-1.1904, 5.5148, 27.1221], [0.2142, 5.2283, 26.0576], [-6.0886, -2.6883, 25.2474], [-5.3344, -3.6040, 24.3732], [-4.2344, -3.0444, 23.5931], [-3.2480, -4.1296, 23.0747], [-3.0061, -4.9884, 24.2873], [-2.0548, -6.0307, 23.9852], [-2.7664, -7.2306, 23.2298], [-1.9872, -8.4716, 23.1965], [-2.6571, -9.7355, 22.8739], [-6.8055, -2.2128, 24.5780], [-5.4372, -1.9874, 25.7694], [-6.6850, -3.1286, 26.0465], [-3.6770, -2.3065, 24.1702], [-4.6986, -2.4614, 22.7976], [-2.3369, -3.5924, 22.8114], [-3.6329, -4.6187, 22.1798], [-3.9151, -5.4246, 24.3461], [-1.7992, -6.5778, 24.8927], [-1.1040, -5.7331, 23.5430], [-3.0761, -6.9728, 22.2171], [-3.7157, -7.4271, 23.7281], [-3.4137, -9.5398, 22.1142], [-3.1133, -10.0494, 23.8127], [-2.0733, -10.5957, 22.5463], [2.8836, -7.9007, 18.4310], [3.0741, -7.6166, 19.7788], [3.7200, -8.5649, 20.5390], [3.7063, -8.0999, 21.9517], [2.4835, -8.4180, 22.5979], [2.6333, -8.4576, 24.0379], [1.4438, -8.7343, 24.9634], [1.1707, -10.1390, 25.0557], [0.1085, -10.3172, 26.0507], [2.3775, -7.0134, 18.0505], [2.0574, -8.6010, 18.3085], [3.6997, -8.1939, 17.7706], [4.6832, -8.6507, 20.0359], [3.3685, -9.5863, 20.3933], [4.0205, -7.0590, 21.8752], [4.4406, -8.6964, 22.4930], [1.5726, -8.2559, 22.1927], [2.9212, -7.4327, 24.2723], [3.4837, -9.0780, 24.3210], [0.5777, -8.2596, 24.5024], [1.6821, -8.3864, 25.9686], [0.1241, -11.2613, 26.5952], [-0.8894, -10.1027, 25.6682], [0.2115, -9.5877, 26.8540], [-5.7704, -0.4896, 29.0200], [-7.2869, -0.6083, 29.1646], [-7.7543, 0.6123, 29.8422], [-5.2847, -1.4943, 28.2306], [-5.2736, -0.6404, 29.9784], [-5.3757, 0.4254, 28.5781], [-7.6740, -1.5205, 29.6189], [-7.7018, -0.6375, 28.1571], [-8.6973, 0.4450, 29.9072], [-5.4827, -2.3204, 28.6778], [-0.7744, -6.2361, 18.9557], [-0.1734, -6.7866, 20.2904], [1.0450, -6.1699, 20.7168], [-1.9098, -6.9019, 18.6516], [-0.0166, -6.2337, 18.1722], [-0.9894, -5.1948, 19.1960], [-0.0645, -7.8711, 20.2807], [-0.8314, -6.5042, 21.1122], [1.8954, -6.5958, 20.5862], [-1.6039, -7.7494, 18.3204], [-2.3679, -2.7402, 28.5067], [-2.4665, -2.9784, 26.9955], [-1.9023, -4.0428, 26.5488], [-3.2132, -3.4055, 29.4238], [-2.3729, -1.6578, 28.6348], [-1.3687, -3.0277, 28.8340], [-2.0340, -2.1148, 26.4904], [-3.5415, -2.9886, 26.8154], [-2.4869, -4.2240, 25.8092], [-3.0367, -4.3489, 29.4041], [-8.5748, 0.2407, 20.9935], [-8.5318, -0.9306, 22.0098], [-9.8372, -1.2652, 22.3535], [-9.2884, 1.3236, 21.5464], [-9.2435, -0.1710, 20.2375], [-7.6276, 0.5190, 20.5315], [-7.9680, -0.6420, 22.8968], [-7.8884, -1.6195, 21.4624], [-9.9512, -1.9622, 23.0037], [-9.7546, 0.8695, 22.2522], [-5.9453, -6.7864, 26.2582], [-6.0890, -6.8195, 27.8192], [-5.1351, -6.0065, 28.5958], [-4.6783, -7.3159, 25.9242], [-5.9370, -5.7790, 25.8421], [-6.7426, -7.4524, 25.9283], [-6.0543, -7.8652, 28.1246], [-6.9882, -6.2975, 28.1464], [-4.2749, -6.4091, 28.7358], [-4.0525, -7.0503, 26.6021], [-2.7411, -8.4221, 28.9245], [-1.9654, -7.4883, 27.9714], [-2.4802, -6.2222, 28.1594], [-1.8879, -9.5022, 29.0346], [-3.7174, -8.5672, 28.4622], [-2.9684, -7.8210, 29.8049], [-1.9968, -7.7108, 26.9049], [-0.9213, -7.4652, 28.2835], [-2.2788, -5.6593, 27.4083], [-2.3320, -10.1641, 29.5697]],
  "lowdin_charge": [-0.831, 0.049, 0.180, 0.152, 0.118, 0.115, 0.107, 0.121, -0.099, -0.200, -0.213, -0.146, -0.079, -0.190, -0.186, -0.217, -0.110, 0.084, 0.085, 0.092, 0.108, 0.112, 0.106, 0.119, 0.116, 0.122, 0.100, 0.114, 0.107, 0.080, 0.094, 0.088, -0.115, -0.188, -0.210, -0.226, -0.088, -0.174, -0.238, -0.150, -0.107, 0.082, 0.083, 0.087, 0.117, 0.123, 0.118, 0.120, 0.116, 0.097, 0.116, 0.109, 0.107, 0.084, 0.078, 0.079, -0.109, -0.205, -0.214, -0.161, -0.036, -0.230, -0.250, -0.203, -0.110, 0.083, 0.084, 0.088, 0.118, 0.113, 0.088, 0.108, 0.090, 0.116, 0.123, 0.128, 0.124, 0.089, 0.084, 0.086, -0.060, -0.239, -0.175, -0.129, -0.050, -0.166, -0.177, -0.221, -0.059, 0.067, 0.065, 0.078, 0.103, 0.113, 0.112, 0.106, 0.085, 0.097, 0.114, 0.103, 0.096, 0.071, 0.080, 0.067, -0.096, -0.220, -0.243, -0.224, -0.055, -0.197, -0.206, -0.176, -0.086, 0.088, 0.082, 0.098, 0.123, 0.133, 0.129, 0.125, 0.117, 0.112, 0.117, 0.111, 0.117, 0.084, 0.074, 0.057, -0.269, -0.203, -0.077, -0.079, 0.125, 0.133, 0.118, 0.109, 0.069, 0.089, -0.283, -0.205, -0.094, -0.062, 0.107, 0.120, 0.119, 0.096, 0.026, 0.026, -0.222, -0.338, -0.043, -0.057, 0.115, 0.119, 0.120, 0.116, 0.042, 0.058, -0.240, -0.276, -0.043, -0.063, 0.110, 0.122, 0.109, 0.098, 0.095, 0.065, -0.199, -0.176, -0.090, -0.076, 0.102, 0.118, 0.110, 0.112, 0.011, 0.043, -0.247, -0.237, -0.097, -0.026, 0.108, 0.128, 0.114, 0.128, 0.062, 0.098],
  "e_lumo_ev": 0.29,
  "smiles": "COCCNCCOC.COCCNCCOC.COCCNCCOC.COCCNCCOC.COCCNCCOC.NC(N)=O.OCCO.OCCO.OCCO.OCCO.OCCO.OCCO",
  "orbital_gap_ha": 0.301,
  "de_lowest_ev": 1.000,
  "max_force_ha_per_bohr": 0.131
}